DFT (ωB97M-V/def2-TZVPD) results for a 2-piece molecular cluster, C21H20N3O11S overall at a distorted geometry.

Results
Charge = -1
E_HOMO = -0.1120 Ha
Energy relative to the best compared isomer or geometry (same formula, charge and spin) = 0.00 kcal/mol
Orbital gap = 4.08 eV
Calculated total energy = -59923.194 eV
E_LUMO = 1.036 eV

Geometry as XYZ:
```
56
Properties=species:S:1:pos:R:3:forces:R:3
C -3.811 -0.142 1.494 1.7 -0.3 -0.5
O -2.420 -0.243 1.051 -1.2 1.9 3.7
C -2.098 -0.711 -0.134 -0.7 -1.9 -3.5
C -2.450 0.077 -1.355 1.0 -2.4 1.8
O -2.029 -0.190 -2.471 -0.1 0.6 -0.4
O -3.228 1.156 -1.100 -0.3 1.0 -0.5
C -3.148 2.165 -2.126 0.1 -0.5 0.3
C -2.247 -2.184 -0.233 -0.8 2.6 -1.6
O -2.631 -2.737 -1.249 0.5 -1.4 0.3
O -2.089 -2.803 0.966 -0.1 -1.0 0.4
C -2.478 -4.185 0.981 0.1 0.5 -0.2
H -3.876 0.880 1.868 -0.5 0.0 0.0
H -4.516 -0.337 0.678 0.1 0.1 0.2
H -3.902 -0.862 2.310 -0.4 0.0 0.0
H -3.900 2.919 -1.892 0.1 -0.1 0.0
H -2.144 2.606 -2.088 -0.2 0.1 -0.2
H -3.322 1.727 -3.117 0.1 0.2 0.3
H -2.475 -4.492 2.027 0.1 0.0 0.0
H -3.488 -4.307 0.568 0.3 0.0 0.0
H -1.759 -4.781 0.403 -0.3 0.0 0.1
C 4.189 0.775 4.961 0.0 -0.1 0.1
C 3.213 1.133 3.875 -0.1 0.2 -0.3
C 3.053 2.465 3.479 -0.2 0.0 -0.1
C 2.181 2.803 2.446 0.1 -0.3 -0.1
C 1.453 1.796 1.806 0.3 0.2 0.3
S 0.457 2.231 0.403 -1.4 -1.2 -0.5
O -0.811 1.576 0.412 0.8 1.0 0.5
O 0.573 3.633 0.129 0.5 -0.3 0.1
N 1.251 1.366 -0.848 0.7 0.8 0.1
C 2.530 1.748 -1.307 -0.2 -0.7 -0.4
C 3.375 2.741 -0.855 0.5 0.2 0.2
C 4.673 2.771 -1.377 -0.9 -1.5 -0.9
N 5.658 3.563 -0.713 1.8 1.8 1.2
O 6.837 3.562 -1.132 -2.1 -0.2 0.5
O 5.312 4.224 0.294 0.5 -1.1 -1.7
C 5.049 1.911 -2.448 -0.3 0.1 0.4
C 4.147 0.965 -2.934 0.4 0.4 0.0
C 2.893 0.843 -2.329 -0.4 -0.3 0.0
C 1.773 -0.081 -2.462 0.4 1.4 0.9
N 1.625 -1.062 -3.459 -1.0 -2.4 -1.6
O 2.497 -1.147 -4.362 -1.0 0.5 1.5
O 0.627 -1.813 -3.420 2.0 1.6 0.2
C 0.807 0.249 -1.520 1.0 0.2 -1.1
C 1.553 0.464 2.227 0.1 0.2 -0.1
C 2.456 0.142 3.239 -0.1 0.2 -0.1
H 4.329 -0.309 4.994 0.1 0.1 0.1
H 5.168 1.246 4.811 -0.2 -0.1 0.0
H 3.814 1.091 5.942 0.1 0.0 -0.1
H 3.632 3.256 3.959 -0.1 -0.3 -0.1
H 2.095 3.835 2.114 0.0 -0.2 0.0
H 3.078 3.465 -0.111 0.1 -0.2 0.1
H 6.052 1.991 -2.857 -0.2 0.0 0.1
H 4.394 0.321 -3.771 0.1 0.1 0.2
H -0.141 -0.243 -1.385 -0.5 0.0 0.4
H 0.947 -0.305 1.758 0.0 0.0 0.0
H 2.597 -0.899 3.534 -0.2 0.3 -0.1
```
Positions in Å, forces in eV/Å.